[1]
# C3H5N3OS

C3H5N3OS as an isolated structure (the ωB97M-V functional and the def2-TZVPD basis, the OMol25 dataset).

Properties
Kohn-Sham gap	0.350	Eh
energy relative to the best compared isomer or geometry (same formula, charge and spin)	295.6	kJ/mol
multiplicity	1
strongest force on any atom	4.57	eV/A

XYZ file:
```
13
Properties=species:S:1:pos:R:3:forces:R:3
C -2.34509 0.18439 0.25575 2.725 -2.831 -1.306
C -2.37295 -1.18138 0.21326 2.338 1.419 -0.316
C -1.09038 0.62424 -0.26766 -0.867 0.745 -0.141
N -0.21916 -0.26528 -0.61390 0.450 -0.309 0.305
N 3.28696 -0.31405 0.47383 -4.510 0.731 -0.208
N 3.08683 -0.62976 -0.70258 -0.347 0.969 0.417
O -0.88541 1.94139 -0.52893 1.690 -0.825 -0.551
S -0.80588 -1.77682 -0.28087 -1.161 0.358 -0.107
H -3.08265 0.79982 0.54122 -2.590 2.048 0.876
H -3.17551 -1.80517 0.39252 -1.368 -1.240 0.608
H 4.17516 -0.19120 0.81093 3.747 -0.685 0.050
H -0.00252 1.90231 -0.99691 -1.168 0.634 0.638
H 2.04054 -0.43866 -0.79462 1.062 -1.015 -0.265
```
Positions in Å, forces in eV/Å.

[2]
# C44H35AsCoN2O3PS2Te

C44H35AsCoN2O3PS2Te as an isolated structure (the ωB97M-V functional and the def2-TZVPD basis, the OMol25 dataset).

Properties
<S²>	3.7615
Kohn-Sham gap (alpha / beta)	0.261 / 0.260	Eh
total charge	-1
energy relative to the best compared isomer or geometry (same formula, charge and spin)	46.3	kJ/mol
multiplicity	4
strongest force on any atom	0.94	eV/A

XYZ file:
```
90
Properties=species:S:1:pos:R:3:forces:R:3
Co 1.00269 1.01164 1.56287 0.212 -0.658 -0.319
S 2.25448 2.61558 0.18468 0.116 0.028 -0.019
C 0.68841 3.22766 -0.12766 0.067 0.097 0.033
S -0.57952 2.46384 0.77416 -0.382 0.169 0.052
C 0.42091 4.22468 -1.05743 0.057 -0.125 0.115
C 1.43733 4.74672 -1.89797 0.215 0.100 -0.148
N 2.22361 5.17177 -2.62864 -0.019 -0.024 0.052
C -0.88516 4.72477 -1.29011 -0.334 0.048 -0.040
N -1.93121 5.15752 -1.51749 0.048 -0.036 0.052
O 2.78685 -0.56913 4.05216 -0.219 -0.204 -0.275
C 2.19565 -1.09230 3.10456 0.416 0.018 0.653
O 0.99400 -0.87361 2.72058 -0.036 0.446 0.216
C 2.91432 -2.09702 2.19083 -0.496 0.263 -0.291
P 1.91778 -1.91495 0.66825 0.382 -0.794 -0.199
C 0.44480 -2.97153 0.80363 0.123 0.154 -0.077
C 0.54005 -4.34622 0.60966 0.004 0.078 -0.007
C -0.60466 -5.12817 0.62933 -0.027 -0.118 0.013
C -1.84623 -4.54044 0.82074 0.001 -0.005 -0.021
C -1.94149 -3.17305 1.03393 -0.007 0.050 -0.033
C -0.79761 -2.39176 1.03385 0.022 -0.046 0.114
C 2.87293 -2.68412 -0.67729 -0.125 0.113 0.097
C 2.59691 -2.22181 -1.96305 -0.003 0.016 0.006
C 3.29613 -2.71862 -3.05053 -0.009 0.005 -0.007
C 4.28266 -3.67686 -2.85825 -0.004 0.001 -0.022
C 4.56399 -4.13938 -1.58091 0.048 -0.036 -0.013
C 3.85809 -3.64728 -0.49203 -0.025 0.009 0.051
H 2.83021 -3.10201 2.60692 -0.023 -0.033 -0.045
H 3.96288 -1.84658 2.03864 -0.008 0.027 0.004
H 1.50663 -4.80434 0.43497 -0.026 -0.027 -0.050
H -0.53096 -6.19898 0.48528 0.015 0.008 -0.035
H -2.74178 -5.14790 0.79451 -0.005 -0.009 0.032
H -2.90831 -2.71272 1.19225 -0.006 0.006 -0.008
H -0.84491 -1.33221 1.23694 -0.095 0.023 -0.096
H 1.85000 -1.44744 -2.09364 0.048 0.039 -0.040
H 3.08337 -2.33794 -4.04158 -0.011 -0.013 -0.006
H 4.84071 -4.05389 -3.70606 0.011 -0.009 0.008
H 5.34845 -4.87026 -1.42920 -0.026 -0.024 -0.004
H 4.08651 -4.01035 0.50373 0.033 0.021 0.000
C 0.75556 1.77513 5.41389 0.090 -0.161 -0.124
Te 2.03643 2.15824 3.72549 -0.018 0.720 0.605
C 1.06939 4.10009 3.90999 -0.090 -0.108 -0.200
C 0.80769 4.25434 5.37948 0.062 -0.128 0.127
C 0.72770 5.48959 6.00953 -0.006 0.027 -0.020
C 0.49519 5.57173 7.37575 -0.008 -0.002 0.001
C 0.34704 4.41284 8.12242 -0.014 -0.008 0.043
C 0.42656 3.17388 7.50144 -0.014 0.005 -0.010
C 0.65268 3.08573 6.13408 0.036 0.128 0.020
H 1.16955 0.97965 6.02810 0.033 -0.014 -0.051
H -0.21456 1.45657 5.02876 0.046 -0.047 -0.039
H 0.12995 4.07058 3.35246 0.084 -0.096 -0.098
H 1.66974 4.91609 3.51341 0.110 -0.126 -0.049
H 0.85613 6.39400 5.42637 0.001 -0.001 -0.005
H 0.43894 6.53934 7.85874 0.010 0.001 -0.011
H 0.17973 4.47121 9.19087 -0.003 0.004 -0.005
H 0.32207 2.26667 8.08544 -0.001 -0.002 -0.006
O 1.67853 -0.50182 0.22592 -0.047 0.377 0.205
As -0.95786 -0.34270 -1.76290 -0.476 0.001 -0.195
C -1.96681 -1.93503 -2.34667 0.068 -0.117 0.040
C -3.35743 -2.00323 -2.32492 -0.061 0.127 -0.031
C -4.02174 -3.18488 -2.62358 0.048 -0.098 -0.015
C -3.30361 -4.32500 -2.95378 -0.047 -0.011 0.047
C -1.91704 -4.28001 -2.95533 0.016 -0.090 -0.028
C -1.25949 -3.10060 -2.64432 0.126 0.101 0.084
C -0.18796 0.23299 -3.46728 0.140 0.027 -0.042
C -0.00797 -0.58359 -4.57788 -0.103 -0.115 0.089
C 0.61165 -0.09166 -5.71976 0.047 0.026 -0.036
C 1.06145 1.21992 -5.76020 0.015 -0.026 -0.002
C 0.91168 2.03637 -4.64617 0.019 0.020 -0.088
C 0.29823 1.54002 -3.50807 -0.021 -0.043 0.147
C -2.49718 0.86503 -1.71918 -0.031 0.038 0.037
C -2.94123 1.61013 -2.80317 0.055 -0.048 -0.067
C -4.04128 2.44760 -2.67993 -0.023 0.012 0.005
C -4.71127 2.54331 -1.47125 -0.042 -0.003 -0.017
C -4.28531 1.79156 -0.38569 -0.071 -0.045 0.029
C -3.18554 0.96029 -0.51198 0.105 -0.066 -0.043
H -3.93608 -1.12442 -2.07022 0.001 0.005 -0.027
H -5.10432 -3.21756 -2.59453 0.002 0.034 -0.020
H -3.82131 -5.24615 -3.19255 0.011 -0.003 0.006
H -1.34717 -5.17320 -3.18234 0.022 0.018 -0.013
H -0.17339 -3.08757 -2.61633 -0.008 -0.046 -0.005
H -0.35927 -1.60880 -4.55679 -0.027 0.029 -0.064
H 0.74328 -0.73572 -6.58138 -0.027 -0.007 0.002
H 1.53417 1.60272 -6.65619 0.021 0.007 0.013
H 1.27883 3.05493 -4.65904 -0.003 0.007 0.049
H 0.18778 2.17648 -2.63667 0.035 0.041 -0.026
H -2.42145 1.54917 -3.75113 -0.002 0.012 -0.003
H -4.36635 3.03487 -3.52913 0.020 0.025 0.008
H -5.55757 3.21094 -1.37116 0.010 0.012 0.005
H -4.79962 1.86715 0.56442 0.011 0.008 0.004
H -2.83560 0.38950 0.34239 -0.029 0.039 0.033
```
Positions in Å, forces in eV/Å.

[3]
# C5H11NO2

A 3-piece molecular cluster, C5H11NO2 overall (the ωB97M-V functional and the def2-TZVPD basis, the OMol25 dataset).

Properties
Kohn-Sham gap	0.310	Eh
energy relative to the best compared isomer or geometry (same formula, charge and spin)	105.0	kJ/mol
multiplicity	1
structure (SMILES)	Cc1ccc[nH]1.O.O
strongest force on any atom	1.21	eV/A

XYZ file:
```
19
Properties=species:S:1:pos:R:3:forces:R:3
C 0.09860 0.80565 -2.47508 0.198 -0.520 -0.241
C -0.66323 0.10911 -1.39907 -0.086 0.508 0.878
C -1.76635 0.52750 -0.68286 0.590 -0.041 -0.231
C -2.04540 -0.47300 0.28226 0.128 -0.374 0.391
C -1.09466 -1.46144 0.16566 -0.612 0.762 -0.163
N -0.24423 -1.06820 -0.83945 0.269 -0.847 -0.815
H 1.18383 0.72270 -2.37964 -0.044 -0.109 0.357
H -0.12995 0.33617 -3.43602 -0.129 0.401 -0.176
H -0.12771 1.86753 -2.47058 -0.231 -0.003 -0.238
H -2.20933 1.50562 -0.77400 -0.228 -0.094 -0.076
H -2.83439 -0.47737 1.01593 -0.029 0.109 0.016
H -0.98167 -2.36229 0.74132 0.168 -0.124 -0.183
H 0.34184 -1.71387 -1.36317 0.036 0.340 0.548
O 0.05108 1.30427 3.86521 0.125 -0.142 0.448
H 0.26593 1.40663 4.80308 -0.043 0.139 -0.251
H -0.10823 0.35792 3.78694 -0.075 0.004 -0.224
O 3.16232 -0.64926 0.15498 -0.926 0.103 0.263
H 3.00054 -0.10374 0.93341 -0.214 -0.044 -0.085
H 4.10101 -0.63394 0.07109 1.105 -0.070 -0.219
```
Positions in Å, forces in eV/Å.

[4]
# C15H23HfN4P

C15H23HfN4P as an isolated structure (the ωB97M-V functional and the def2-TZVPD basis, the OMol25 dataset).

Properties
Kohn-Sham gap	0.149	Eh
total charge	+2
energy relative to the best compared isomer or geometry (same formula, charge and spin)	321.4	kJ/mol
multiplicity	1
strongest force on any atom	4.46	eV/A

XYZ file:
```
44
Properties=species:S:1:pos:R:3:forces:R:3
C -1.12995 -1.78459 -3.33455 0.158 0.122 -0.005
C -1.67833 -0.59654 -2.88535 0.259 0.193 0.648
C -1.09076 0.14915 -1.82993 -0.192 0.074 -0.361
C 0.18862 -0.22387 -1.25543 -0.886 0.092 -0.177
C 0.67756 -1.48437 -1.73217 0.046 -0.279 -0.088
C 0.05467 -2.22995 -2.75254 0.639 0.227 0.937
C -1.84783 1.38812 -1.45161 -0.087 0.909 -0.662
C -2.88955 1.57023 -0.27671 -1.272 0.454 0.770
N -3.11253 0.78436 0.96380 2.292 0.060 -0.527
Hf 1.79559 0.57871 0.02260 -1.370 2.400 -2.855
C 1.96156 -2.00770 -1.09505 0.582 0.466 0.778
P 2.04738 -1.68515 0.82891 0.316 -2.585 -0.602
H -2.59521 -0.23822 -3.36050 0.274 -0.021 0.368
H 0.50251 -3.16067 -3.07993 0.010 -0.012 0.077
H -1.62480 -2.35783 -4.12802 0.323 0.238 0.348
H 2.86913 -1.59038 -1.57312 -0.037 -0.209 0.001
H 2.06687 -3.09627 -1.15032 0.075 0.079 -0.089
H -1.14553 2.23083 -1.42738 0.236 -0.175 0.439
H -2.45701 1.67032 -2.34224 0.396 -0.332 0.583
H -2.70876 2.59602 0.10015 -0.318 -0.474 -0.528
C 3.69492 -1.96982 1.46179 0.524 -0.161 0.380
C 0.91102 -2.81865 1.58941 -0.738 -0.224 0.789
H -3.88834 1.58606 -0.74171 0.489 0.044 -0.186
C -2.83110 -0.65385 0.90248 -0.511 -0.247 -0.036
C -2.57780 1.43141 2.17025 -0.087 0.200 0.123
H 1.21503 0.38648 2.17325 0.452 -0.714 0.240
H -3.74892 -1.19902 1.14741 0.152 -0.151 -0.089
H -2.50535 -0.98901 -0.10359 -0.188 0.253 0.528
H -2.08357 -0.98570 1.65738 -0.138 0.309 -0.394
H -3.36950 1.50130 2.92273 0.180 0.078 0.024
H -1.74638 0.87852 2.65493 -0.143 0.030 -0.274
H -2.22325 2.46029 1.95226 -0.299 -0.568 0.180
H 1.31944 -3.82618 1.72396 0.167 0.215 -0.219
H 0.71283 -2.41439 2.59279 -0.111 -0.211 -0.139
H -0.04410 -2.88593 1.05363 0.250 0.186 0.018
H 3.95287 -3.02591 1.52026 -0.008 -0.101 -0.160
H 4.47713 -1.44826 0.90253 -0.085 -0.023 -0.025
H 3.70371 -1.58302 2.48775 0.052 -0.031 -0.070
H 0.84546 0.92579 1.84170 -0.942 1.262 0.069
N 2.36417 2.56374 0.02938 -0.729 -1.256 0.418
C 2.56010 3.76171 0.04746 1.384 3.231 -1.426
N 2.86010 4.96115 -0.21636 -1.168 -3.456 1.614
C 3.13127 5.92764 0.67812 1.016 3.885 1.751
N 3.38662 6.90344 1.31160 -0.965 -3.775 -2.171
```
Positions in Å, forces in eV/Å.

[5]
# C3H7NO3

C3H7NO3 as an isolated structure (the ωB97M-V functional and the def2-TZVPD basis, the OMol25 dataset).

Properties
Kohn-Sham gap	0.370	Eh
energy relative to the best compared isomer or geometry (same formula, charge and spin)	199.6	kJ/mol
multiplicity	1
strongest force on any atom	4.57	eV/A

XYZ file:
```
14
Properties=species:S:1:pos:R:3:forces:R:3
O -1.69239 -0.02493 1.70364 1.220 -1.543 -0.168
C -1.30985 -1.19918 1.85639 -1.098 1.514 -0.078
O -0.21450 -1.77452 1.45712 0.266 1.129 -1.314
H -2.01130 -1.85886 2.37496 0.204 -0.445 0.243
O 1.33856 1.30952 -2.64909 -3.518 0.725 2.826
C 0.37138 1.48386 -1.85196 3.304 -0.569 -2.265
C 0.15125 0.66654 -0.59941 0.829 -0.374 -0.508
N 1.21501 -0.28653 -0.08300 -0.001 1.226 -0.652
H -0.43362 2.26442 -2.02439 0.755 -0.668 -0.062
H -0.13137 1.32828 0.20442 -0.100 0.093 0.355
H -0.74822 0.09566 -0.81618 -0.215 -0.216 0.133
H 1.91005 0.24784 0.47132 -0.764 -0.496 -0.278
H 0.39739 -1.10652 0.65590 -0.119 -0.765 1.680
H 1.78201 -0.75299 -0.80844 -0.764 0.390 0.086
```
Positions in Å, forces in eV/Å.

[6]
# C23H50FNO4Si

A 4-piece molecular cluster, C23H50FNO4Si overall (the ωB97M-V functional and the def2-TZVPD basis, the OMol25 dataset).

Properties
Kohn-Sham gap	0.352	Eh
multiplicity	1
structure (SMILES)	CC(=O)OC[SiH2]C(=O)NC(=O)F.CCCCCC.CCCCCC.CCCCCC
strongest force on any atom	10.01	eV/A

XYZ file:
```
80
Properties=species:S:1:pos:R:3:forces:R:3
C -0.36395 -1.03318 0.75439 0.560 0.501 -0.376
C -1.62436 -1.40850 -0.22621 -0.970 3.188 -6.069
O -1.70751 -0.77359 -1.42797 0.611 -4.140 7.851
O -2.72474 -2.34151 0.08187 1.909 2.950 0.219
C -3.88462 -1.56741 0.62135 0.526 0.485 2.324
Si -5.53978 -1.92443 -0.31570 0.879 0.891 0.068
C -7.04204 -2.29450 0.85919 -0.716 -2.558 6.535
O -6.95771 -2.78713 2.09729 -0.606 3.266 -7.543
N -8.43048 -2.01508 0.27059 0.370 2.137 0.558
C -8.85881 -0.58155 0.50049 1.978 6.425 -2.503
O -8.26737 0.50384 -0.06760 -4.368 -7.955 4.213
F -10.05389 -0.27799 1.36805 4.061 -1.798 -2.736
H -0.67440 -0.54030 1.78256 0.293 -1.322 -2.125
H 0.26985 -0.20498 0.17361 -1.669 -1.909 1.107
H 0.39033 -1.91974 0.94702 -1.955 1.536 -0.363
H -3.99088 -1.90839 1.75855 0.175 0.806 -2.348
H -3.66113 -0.39609 0.64998 -0.514 -2.555 -0.249
H -5.89819 -0.66692 -1.02078 -0.165 -0.278 0.113
H -5.43624 -2.99978 -1.30501 -0.045 -0.287 0.075
H -8.31059 -2.12929 -0.76817 -0.365 0.626 1.189
C 6.09668 0.04902 -2.52710 0.158 0.142 0.018
C 5.88775 -0.82585 -1.30112 -0.030 -0.201 -0.066
C 4.49457 -1.45760 -1.24735 0.023 -0.118 0.129
C 3.33418 -0.46334 -1.15364 -0.052 0.124 -0.066
C 3.38773 0.48767 0.04656 -0.100 -0.069 -0.133
C 3.31864 -0.23525 1.38286 0.081 0.128 0.196
H 5.40218 0.89333 -2.54516 0.066 -0.071 -0.042
H 7.11339 0.45383 -2.53086 -0.116 0.013 -0.089
H 5.96056 -0.53052 -3.44505 -0.031 0.075 0.033
H 6.08068 -0.24303 -0.39494 -0.038 -0.044 -0.007
H 6.63482 -1.62950 -1.31461 -0.103 0.090 0.072
H 4.45446 -2.14902 -0.39685 -0.026 0.057 -0.078
H 4.34950 -2.07629 -2.14253 0.032 0.073 0.083
H 2.39355 -1.02945 -1.11337 0.089 0.060 -0.016
H 3.28438 0.13297 -2.07198 0.005 -0.072 0.053
H 2.54194 1.18261 -0.01907 0.101 -0.016 -0.050
H 4.29253 1.10393 0.00822 -0.063 -0.041 -0.041
H 2.39470 -0.81715 1.46222 0.138 0.004 0.024
H 3.33408 0.48829 2.20430 -0.019 -0.152 -0.026
H 4.16584 -0.91247 1.52165 -0.100 0.029 0.010
C -4.16195 -0.52571 4.47180 0.189 0.001 -0.030
C -4.72725 -1.93273 4.58503 -0.148 -0.017 -0.078
C -6.04801 -1.98652 5.35680 -0.072 -0.172 -0.056
C -5.96454 -1.53818 6.81826 0.063 0.115 0.087
C -4.96597 -2.31642 7.68139 -0.134 0.116 0.029
C -5.30798 -3.79337 7.80273 0.147 -0.147 0.085
H -3.93383 -0.10080 5.45309 -0.014 0.018 -0.110
H -3.23465 -0.53908 3.89082 -0.027 0.108 0.049
H -4.86913 0.13682 3.96389 0.030 0.012 0.068
H -3.98541 -2.59220 5.04638 -0.045 0.005 0.018
H -4.89823 -2.32244 3.57357 -0.064 -0.050 0.240
H -6.44197 -3.00902 5.30897 0.020 0.133 -0.007
H -6.78645 -1.35743 4.84288 0.091 -0.086 0.019
H -6.96328 -1.62756 7.26703 0.126 0.001 -0.053
H -5.71154 -0.47264 6.86327 -0.038 -0.066 -0.025
H -4.95396 -1.87669 8.68594 0.026 0.003 -0.124
H -3.94980 -2.20542 7.28769 -0.067 0.033 -0.004
H -6.30128 -3.92700 8.24328 0.075 -0.020 -0.081
H -4.58127 -4.29695 8.44836 -0.129 -0.022 -0.074
H -5.29132 -4.29448 6.83101 -0.032 0.017 0.089
C 7.55210 3.91748 -6.71615 0.146 -0.170 -0.055
C 6.09125 3.72332 -7.09074 -0.073 0.172 -0.087
C 5.15522 4.70058 -6.37536 -0.153 -0.030 -0.089
C 5.13121 4.57732 -4.84955 0.082 0.009 0.138
C 4.74791 3.19356 -4.31468 0.015 0.166 0.021
C 3.34033 2.77215 -4.70734 -0.058 -0.193 0.038
H 7.72325 3.74437 -5.65020 0.020 0.035 -0.083
H 8.17927 3.21430 -7.27276 0.019 0.110 0.097
H 7.88359 4.93133 -6.95953 -0.003 -0.061 0.068
H 5.79340 2.68932 -6.89024 -0.034 0.053 0.005
H 5.98634 3.86905 -8.17328 -0.043 -0.053 0.134
H 4.14039 4.56827 -6.76983 0.086 0.030 0.064
H 5.44558 5.72678 -6.63569 -0.008 -0.109 0.012
H 4.42352 5.31757 -4.45195 0.074 -0.096 -0.043
H 6.11084 4.85218 -4.44188 -0.068 0.002 -0.059
H 4.81542 3.20995 -3.22024 0.057 0.013 -0.101
H 5.46572 2.43856 -4.65326 -0.003 0.078 0.016
H 2.60186 3.48833 -4.33275 0.039 -0.064 -0.079
H 3.10723 1.79153 -4.28004 -0.068 0.095 -0.075
H 3.22774 2.69622 -5.79233 -0.027 0.008 0.093
```
Positions in Å, forces in eV/Å.

Question: Among the records above, which one has the highest multiplicity?
Answer: C44H35AsCoN2O3PS2Te